1.
ORCA calculation (ωB97M-V/def2-TZVPD) on the ion C5H10FN2 with charge +1 in a non-equilibrium geometry.

Output
SMILES	[NH2+]=C1NCCC[C@@H]1F
lowest unoccupied orbital energy	-3.02	eV
max |F|	0.084	hartree/bohr
charge	+1
relative energy (zero: lowest compared OMol25 entry of this formula, charge and spin)	0.0	kJ/mol
multiplicity	1

Structure (XYZ):
```
18
C5H10FN2 (ωB97M-V/def2-TZVPD)
C -0.606 0.143 -1.069
C 0.532 -0.629 1.439
C 0.794 0.841 1.125
C 0.713 -1.489 0.199
C -0.276 1.374 0.212
N -0.104 -1.039 -0.921
N -1.366 0.563 -2.044
F -1.468 1.531 0.819
H 1.228 -0.982 2.197
H -0.479 -0.733 1.836
H 0.768 1.429 2.043
H 1.771 0.985 0.662
H 1.763 -1.480 -0.116
H 0.433 -2.521 0.420
H -0.028 2.289 -0.330
H -0.248 -1.728 -1.655
H -1.769 1.491 -2.015
H -1.659 -0.044 -2.801
```

---

2.
ORCA calculation (ωB97M-V/def2-TZVPD) on a cluster of 4 separate species, C24H57IN4O7S2 in total.

Output
SMILES	CS(=O)(=O)[C@H]1OS(=O)(=O)O[C@@]1(I)C[C@@H](O)CN.CCN(CC)CC.CCN(CC)CC.CCN(CC)CC
lowest unoccupied orbital energy	0.12	eV
max |F|	0.007	hartree/bohr
multiplicity	1

Structure (XYZ):
```
95
C24H57IN4O7S2 (ωB97M-V/def2-TZVPD)
C -4.181 4.910 1.566
S -4.911 4.285 0.089
O -5.975 5.157 -0.327
O -5.130 2.877 0.236
C -3.568 4.671 -1.085
O -2.276 4.231 -0.640
S -1.203 4.777 -1.721
O -0.363 3.687 -2.078
O -0.665 6.007 -1.261
O -2.269 5.098 -2.845
C -3.527 4.330 -2.592
I -5.034 5.355 -3.674
C -3.268 2.902 -3.133
C -3.515 1.693 -2.227
O -4.843 1.210 -2.409
C -2.467 0.575 -2.438
N -1.698 0.687 -3.688
H -4.968 4.862 2.318
H -3.831 5.929 1.416
H -3.351 4.267 1.838
H -3.591 5.767 -1.041
H -2.243 2.912 -3.491
H -3.881 2.755 -4.020
H -3.481 1.970 -1.182
H -4.894 0.826 -3.294
H -1.808 0.538 -1.564
H -3.011 -0.371 -2.466
H -0.840 1.199 -3.516
H -1.394 -0.237 -3.968
C -0.552 -3.138 0.193
C 0.847 -3.102 -0.404
N 1.314 -1.756 -0.693
C 2.516 -1.731 -1.509
C 3.804 -2.311 -0.914
C 1.281 -0.823 0.420
C 2.080 -1.175 1.683
H -1.262 -2.622 -0.456
H -0.876 -4.173 0.304
H -0.591 -2.676 1.180
H 0.837 -3.644 -1.354
H 1.527 -3.660 0.261
H 2.694 -0.697 -1.817
H 2.285 -2.282 -2.427
H 4.266 -1.648 -0.185
H 4.535 -2.469 -1.711
H 3.627 -3.278 -0.440
H 0.236 -0.678 0.705
H 1.612 0.148 0.043
H 1.955 -2.223 1.960
H 1.727 -0.571 2.522
H 3.145 -0.982 1.568
C 3.012 -5.478 -3.015
C 3.086 -6.123 -1.641
N 2.380 -7.389 -1.560
C 2.200 -7.861 -0.198
C 3.447 -8.237 0.611
C 2.769 -8.393 -2.538
C 4.241 -8.826 -2.573
H 1.974 -5.350 -3.327
H 3.483 -4.493 -2.977
H 3.532 -6.056 -3.780
H 2.612 -5.453 -0.917
H 4.144 -6.196 -1.341
H 1.523 -8.720 -0.231
H 1.662 -7.075 0.342
H 3.874 -9.186 0.291
H 3.183 -8.337 1.665
H 4.223 -7.473 0.539
H 2.497 -8.020 -3.527
H 2.135 -9.267 -2.372
H 4.915 -7.971 -2.503
H 4.454 -9.333 -3.516
H 4.490 -9.516 -1.767
C -0.713 7.401 2.359
C -0.787 6.711 3.713
N -1.458 5.422 3.663
C -1.789 4.886 4.973
C -0.637 4.511 5.913
C -0.914 4.472 2.707
C 0.553 4.047 2.847
H -1.709 7.513 1.926
H -0.279 8.394 2.476
H -0.091 6.858 1.646
H -1.364 7.340 4.397
H 0.228 6.650 4.135
H -2.426 4.009 4.823
H -2.415 5.632 5.473
H -0.143 3.589 5.610
H -1.025 4.357 6.922
H 0.114 5.299 5.968
H -1.049 4.895 1.709
H -1.547 3.580 2.737
H 1.200 4.898 3.064
H 0.897 3.605 1.910
H 0.697 3.305 3.632
```

---

3.
ORCA calculation (ωB97M-V/def2-TZVPD) on a cluster of 21 separate species, C77H119N7O14 in total in a non-equilibrium geometry.

Output
lowest unoccupied orbital energy	0.14	eV
max |F|	0.084	hartree/bohr
relative energy (zero: lowest compared OMol25 entry of this formula, charge and spin)	0.0	kJ/mol
multiplicity	1

Structure (XYZ):
```
217
C77H119N7O14 (ωB97M-V/def2-TZVPD)
N -2.323 4.894 5.276
C -1.760 6.090 5.273
C -0.445 6.278 4.872
C 0.343 5.192 4.445
C -0.239 3.957 4.489
C -1.580 3.811 4.886
H -2.401 6.911 5.558
H -0.095 7.295 4.781
H 1.296 5.332 3.957
H 0.339 3.140 4.084
H -2.117 2.878 4.974
N 1.655 7.041 -0.968
C 1.577 5.798 -1.544
C 1.934 4.652 -0.896
C 2.563 4.750 0.376
C 2.630 6.016 0.986
C 2.162 7.142 0.265
H 1.229 5.782 -2.566
H 1.755 3.703 -1.379
H 2.874 3.848 0.882
H 2.969 6.051 2.011
H 2.152 8.080 0.801
N 5.784 -2.178 4.033
C 5.532 -1.478 2.871
C 4.327 -1.635 2.207
C 3.389 -2.596 2.669
C 3.719 -3.352 3.853
C 4.964 -3.130 4.508
H 6.328 -0.864 2.477
H 4.200 -1.103 1.275
H 2.436 -2.772 2.194
H 2.983 -4.051 4.222
H 5.169 -3.641 5.437
N 1.454 -1.918 -0.082
C 1.867 -0.662 -0.431
C 1.174 0.515 -0.194
C -0.070 0.472 0.411
C -0.585 -0.795 0.639
C 0.164 -1.944 0.382
H 2.808 -0.564 -0.950
H 1.619 1.481 -0.381
H -0.662 1.302 0.769
H -1.560 -0.901 1.092
H -0.271 -2.913 0.580
N 6.013 3.926 -2.411
C 4.976 4.621 -2.950
C 5.090 5.935 -3.355
C 6.337 6.538 -3.286
C 7.356 5.898 -2.671
C 7.204 4.628 -2.217
H 4.067 4.044 -3.030
H 4.306 6.440 -3.898
H 6.491 7.509 -3.734
H 8.290 6.422 -2.535
H 7.941 4.197 -1.557
N -3.850 -1.103 -0.559
C -3.163 -0.474 -1.525
C -3.019 -0.974 -2.847
C -3.643 -2.166 -3.189
C -4.373 -2.854 -2.213
C -4.438 -2.298 -0.901
H -2.697 0.463 -1.259
H -2.310 -0.439 -3.462
H -3.504 -2.497 -4.208
H -4.841 -3.804 -2.422
H -4.884 -2.783 -0.046
N 2.600 1.893 2.558
C 1.800 1.117 3.415
C 2.229 0.544 4.582
C 3.573 0.779 4.943
C 4.427 1.595 4.140
C 3.899 2.111 2.979
H 0.802 1.046 3.010
H 1.606 -0.136 5.144
H 3.951 0.217 5.784
H 5.450 1.765 4.443
H 4.561 2.733 2.396
C 3.177 -5.166 -0.773
C 4.564 -4.726 -1.244
O 5.500 -5.491 -1.435
C 4.689 -3.254 -1.394
H 2.989 -4.583 0.128
H 3.080 -6.240 -0.614
H 2.425 -4.844 -1.493
H 3.785 -2.799 -1.798
H 5.536 -3.036 -2.045
H 4.954 -2.821 -0.430
C -3.523 6.373 -0.668
C -2.892 6.898 -1.936
O -3.313 7.962 -2.441
C -1.862 6.033 -2.639
H -4.138 5.507 -0.912
H -4.211 7.105 -0.246
H -2.725 6.051 0.002
H -2.492 5.315 -3.165
H -1.223 5.430 -1.994
H -1.201 6.548 -3.336
C -6.144 1.519 -1.020
C -6.888 2.858 -0.937
O -6.343 3.957 -0.862
C -8.376 2.616 -0.880
H -5.336 1.457 -1.749
H -6.896 0.752 -1.202
H -5.815 1.244 -0.018
H -8.893 3.555 -1.077
H -8.636 2.325 0.138
H -8.762 1.891 -1.596
C 2.320 -0.080 -3.934
C 1.757 1.225 -3.388
O 2.540 2.139 -3.055
C 0.251 1.350 -3.204
H 3.305 -0.279 -3.513
H 2.361 -0.082 -5.024
H 1.688 -0.918 -3.642
H -0.222 1.585 -4.157
H 0.129 2.260 -2.616
H -0.130 0.469 -2.688
C 7.041 -4.102 -4.557
C 6.081 -2.931 -4.872
O 6.129 -1.895 -4.183
C 5.030 -3.142 -5.915
H 8.056 -3.762 -4.759
H 6.843 -5.016 -5.118
H 6.881 -4.422 -3.527
H 4.865 -2.235 -6.496
H 4.024 -3.440 -5.617
H 5.452 -3.887 -6.590
C 5.179 1.498 -0.060
C 6.069 0.547 -0.819
O 6.641 -0.387 -0.289
C 6.105 0.814 -2.288
H 5.809 2.369 0.120
H 4.779 1.090 0.869
H 4.329 1.836 -0.653
H 6.379 0.013 -2.975
H 6.753 1.680 -2.425
H 5.088 1.104 -2.553
C -1.485 -6.045 2.969
C -0.181 -5.568 2.353
O 0.340 -4.442 2.606
C 0.305 -6.400 1.179
H -1.669 -5.424 3.845
H -1.446 -7.083 3.302
H -2.326 -5.847 2.305
H -0.460 -6.489 0.408
H 0.626 -7.397 1.480
H 1.125 -5.813 0.765
C -7.259 0.704 3.035
C -6.194 -0.372 3.368
O -6.206 -0.857 4.482
C -5.201 -0.815 2.332
H -7.327 0.970 1.981
H -6.980 1.590 3.606
H -8.247 0.458 3.426
H -4.504 -0.067 1.954
H -5.694 -1.072 1.394
H -4.637 -1.670 2.704
C -2.760 -0.873 5.782
C -2.056 -0.891 4.409
O -1.933 0.161 3.749
C -1.625 -2.243 3.910
H -2.805 0.159 6.130
H -2.286 -1.467 6.563
H -3.817 -1.133 5.732
H -1.643 -2.331 2.824
H -2.200 -3.061 4.347
H -0.616 -2.384 4.296
C -6.500 -5.924 4.655
C -5.575 -4.895 4.158
O -4.801 -4.322 4.900
C -5.650 -4.448 2.689
H -7.501 -5.496 4.707
H -6.218 -6.238 5.660
H -6.500 -6.815 4.027
H -4.642 -4.174 2.379
H -6.419 -3.706 2.471
H -5.901 -5.341 2.117
C -1.942 -5.840 -3.626
C -0.707 -5.552 -2.688
O 0.030 -6.521 -2.319
C -0.277 -4.117 -2.381
H -1.798 -6.739 -4.226
H -2.153 -4.939 -4.201
H -2.844 -6.014 -3.039
H -0.515 -3.382 -3.150
H 0.773 -3.918 -2.167
H -0.813 -3.714 -1.521
C -5.016 -7.649 1.114
C -3.940 -7.161 0.087
O -3.875 -6.001 -0.298
C -2.890 -8.134 -0.366
H -5.925 -7.067 0.965
H -4.593 -7.424 2.093
H -5.316 -8.686 0.967
H -2.527 -7.857 -1.356
H -3.301 -9.133 -0.516
H -2.072 -8.216 0.349
C 0.987 6.256 -6.874
C 0.995 5.013 -6.107
O -0.037 4.455 -5.832
C 2.230 4.400 -5.418
H 1.887 6.852 -6.723
H 0.154 6.873 -6.540
H 0.880 5.902 -7.900
H 2.792 3.744 -6.083
H 1.880 3.726 -4.636
H 2.912 5.127 -4.977
C -3.008 2.900 1.540
C -2.105 3.549 0.493
O -2.170 3.097 -0.690
C -0.991 4.440 0.906
H -2.747 1.844 1.618
H -4.035 2.880 1.176
H -2.939 3.363 2.525
H -1.425 5.269 1.464
H -0.474 4.840 0.034
H -0.317 3.946 1.606
```

---

Energy
In order: -11038.5985, -75873.4367, -120870.3089
Unit: eV
HOMO energy
In order: -15.1, -8.2, -8.9
Unit: eV